## P
This record from the Open Molecules 2025 dataset describes a cluster of 11 separate species, F6H20O10P in total. The level of theory is ωB97M-V with the def2-TZVPD basis set.

The charge is 0. The frontier orbital gap (alpha / beta) is 10.26 / 3.28 eV. The spin multiplicity is 2. As for the expectation value of S²: 0.757. The HOMO energy (alpha / beta) comes out at -10.67 / -10.67 eV.

Each line ends with the Mulliken spin population.
Atoms and positions in Å:
P 0.9947 0.1064 -0.0600  -0.0024
F 1.6179 0.1865 -1.5203  -0.0003
F -0.0978 1.2420 -0.6089  -0.0001
F -0.1450 -0.8853 -0.4909  0.0156
F 0.4462 0.1644 1.4920  -0.0022
F 1.8189 -1.2762 0.2440  0.0003
F 2.1335 1.1595 0.4030  -0.0002
O -2.6085 0.8822 -2.2677  -0.0015
H -2.1421 0.7640 -3.0951  0.0003
H -2.1746 1.6272 -1.8519  -0.0003
O -3.1223 -0.8941 0.0272  0.6532
H -2.9566 -0.4363 -0.7969  -0.0191
H -2.7489 -0.3228 0.6983  -0.0157
O -0.0199 -1.0219 4.0478  0.0000
H 0.2455 -0.4485 3.3287  0.0002
H -0.0310 -0.4525 4.8171  0.0000
O 0.9505 3.1314 1.6327  0.0001
H 1.1226 3.6667 0.8581  0.0000
H 0.7781 2.2560 1.2859  0.0000
O -0.4592 -3.2273 1.0872  0.1255
H 0.1176 -2.4705 1.1910  -0.0070
H 0.0766 -3.8767 0.6319  -0.0046
O 0.3830 -0.4621 -4.0272  0.0003
H -0.4396 -0.3078 -4.4916  0.0000
H 0.5513 0.3557 -3.5589  0.0000
O -2.3247 1.0227 1.7350  0.0059
H -2.1989 1.1451 2.6759  0.0000
H -1.9973 1.8316 1.3418  -0.0002
O -1.5870 -2.6893 -2.1560  0.2684
H -1.4204 -1.7996 -1.8446  -0.0091
H -1.7531 -3.1948 -1.3603  -0.0073
O 2.7305 2.1935 3.7102  0.0000
H 1.9650 2.1665 3.1362  0.0000
H 2.3662 2.2132 4.5951  0.0000
O 3.5209 -0.4546 -3.5962  0.0000
H 3.8245 -1.3428 -3.7835  0.0000
H 2.5835 -0.5517 -3.4287  0.0001


## Q
This record from the Open Molecules 2025 dataset describes a cluster of 11 separate species, F6H20O10P in total. The level of theory is ωB97M-V with the def2-TZVPD basis set.

The charge is 0. The frontier orbital gap (alpha / beta) is 10.42 / 2.23 eV. The spin multiplicity is 2. As for the expectation value of S²: 0.757. The HOMO energy (alpha / beta) comes out at -10.72 / -10.72 eV.

Each line ends with the Mulliken spin population.
Atoms and positions in Å:
P 0.6078 0.0666 0.1892  -0.0036
F 0.0962 1.5468 -0.4061  -0.0012
F 0.9443 -0.2053 -1.3604  0.0076
F 2.0050 0.7723 0.4667  0.0006
F 1.4045 -1.3098 0.4239  0.0008
F 0.3219 0.4511 1.7597  0.0004
F -0.8363 -0.6185 -0.0599  0.0013
O 1.1399 -3.0292 -1.7750  -0.0001
H 1.5130 -3.1170 -0.8979  0.0000
H 1.2653 -2.1067 -1.9978  0.0004
O 3.3214 0.9030 2.7237  0.0002
H 3.5116 -0.0330 2.7865  0.0000
H 2.6562 0.9674 2.0385  0.0000
O -2.9586 -2.5785 -0.1443  0.1616
H -2.2573 -1.9273 -0.1618  -0.0024
H -3.5015 -2.3265 0.6027  -0.0048
O -0.1928 1.9232 -3.9186  0.4710
H -0.5617 1.1207 -3.5496  -0.0186
H -0.4453 2.6095 -3.3010  -0.0123
O 4.3460 -0.1117 -2.7910  -0.0001
H 3.4368 0.1412 -2.6307  -0.0007
H 4.7766 0.6993 -3.0613  -0.0001
O -2.0569 0.3911 2.7325  0.0032
H -1.1096 0.4040 2.5956  0.0000
H -2.1900 0.8914 3.5376  -0.0001
O 0.9263 -2.0584 3.5553  0.0000
H 1.8819 -2.0064 3.5405  0.0000
H 0.6771 -2.1583 2.6365  0.0000
O -1.5457 3.4893 0.7105  0.0195
H -1.0419 2.7254 0.4297  0.0002
H -2.4526 3.1840 0.7317  -0.0010
O -3.5298 0.8138 0.3474  0.0948
H -4.1059 1.5406 0.5841  -0.0036
H -3.0510 0.6151 1.1521  -0.0036
O -1.1937 -0.3226 -2.7406  0.3094
H -0.7034 -0.0730 -1.9572  -0.0118
H -1.0976 -1.2736 -2.7910  -0.0070


Stability ranking, top and bottom: P is the most stable and Q is the least stable.


## P
This record from the Open Molecules 2025 dataset describes a cluster of 14 separate species, C5H40N2O14 in total. The level of theory is ωB97M-V with the def2-TZVPD basis set.

The charge is +1. The frontier orbital gap (alpha / beta) is 10.18 / 5.50 eV. The spin multiplicity is 2. As for the expectation value of S²: 0.754. The HOMO energy (alpha / beta) comes out at -13.19 / -13.19 eV.

Each line ends with the Mulliken spin population.
Atoms and positions in Å:
N -1.1006 1.1779 2.0047  0.0014
C -0.9754 0.6826 0.6262  -0.0139
C 0.0858 -0.4148 0.5839  0.0306
O -0.3702 -1.6571 1.0433  0.0047
C -0.6114 1.9145 -0.2458  0.0714
N -0.4387 1.5301 -1.6320  0.7094
C -1.6397 1.1518 -2.3520  0.0253
C 0.3582 2.4403 -2.4355  -0.0237
H -0.8793 2.1624 2.0457  0.0005
H -1.8183 0.7615 2.5625  0.0003
H -1.8593 0.1009 0.2644  0.0035
H 0.4902 -0.5387 -0.4304  -0.0210
H 0.9230 -0.1520 1.2978  0.0055
H -1.2947 -1.7647 1.3370  0.0003
H -1.2707 2.7533 -0.0798  0.0446
H 0.3323 2.3051 0.1445  -0.0086
H -2.4715 1.2903 -1.6696  0.0098
H -1.8824 1.6702 -3.2832  0.0235
H -1.6903 0.0507 -2.4740  0.0525
H 0.5764 2.0386 -3.4277  0.0191
H -0.1695 3.3777 -2.6523  0.0559
H 1.2396 2.6539 -1.8355  0.0041
H -3.3710 -2.7347 1.0457  0.0000
H -3.3143 -2.1278 2.4920  0.0000
O -3.2500 -1.9151 1.5501  0.0001
H 5.1608 -1.1509 -0.8422  0.0000
H 4.4698 0.1597 -0.4985  0.0000
O 5.3498 -0.2099 -0.7249  0.0000
H 1.4758 -2.6888 -2.0100  0.0000
H 1.2459 -3.9552 -1.1892  0.0000
O 0.7890 -3.3063 -1.7317  -0.0002
H -3.6290 1.1349 1.7317  0.0004
H -3.8969 -0.1897 1.1262  0.0001
O -4.3757 0.6178 1.4043  0.0005
H 1.8735 1.3169 3.4559  0.0000
H 0.6154 1.2393 4.2469  0.0000
O 1.4419 1.7395 4.2255  0.0000
H 0.0886 -2.1924 -3.7611  -0.0003
H -1.3880 -1.7367 -4.0031  -0.0003
O -0.5005 -1.7270 -4.3608  0.0013
H 3.5872 1.1686 2.3224  0.0000
H 2.7328 0.6962 1.1040  0.0005
O 2.7444 0.7678 2.0727  0.0000
H -1.5508 -2.0852 -0.9523  -0.0003
H -2.6485 -1.8648 -2.1034  -0.0007
O -2.4548 -1.8027 -1.1601  0.0025
H 2.2016 -3.0075 0.2102  0.0000
H 3.3919 -2.2675 0.7343  0.0000
O 3.0568 -2.6751 -0.0711  0.0000
H 2.0780 0.2488 -1.0322  -0.0021
H 2.9531 1.4752 -0.7830  0.0006
O 2.8648 0.5362 -0.5584  -0.0007
H 2.1485 3.9979 1.8153  0.0001
H 1.3332 2.8515 2.0387  0.0000
O 1.6314 3.3797 1.2707  0.0001
H 2.1115 -2.2847 2.7810  0.0000
H 0.8463 -2.5453 1.9795  -0.0001
O 1.6808 -2.9669 2.2520  0.0000
H -4.7658 0.7414 -0.7068  -0.0001
H -3.8285 -0.4470 -1.2786  -0.0009
O -4.4323 0.2749 -1.4839  0.0041


## Q
This record from the Open Molecules 2025 dataset describes a cluster of 14 separate species, C5H40N2O14 in total. The level of theory is ωB97M-V with the def2-TZVPD basis set.

The charge is +1. The frontier orbital gap (alpha / beta) is 10.57 / 6.11 eV. The spin multiplicity is 2. As for the expectation value of S²: 0.755. The HOMO energy (alpha / beta) comes out at -13.56 / -13.56 eV.

Each line ends with the Mulliken spin population.
Atoms and positions in Å:
C 0.6267 -2.2683 1.5377  0.0756
N 1.7811 -2.0613 2.3575  0.0092
C 0.2873 -1.0421 0.6852  -0.0545
C -1.2769 -0.5635 0.9498  0.1368
C -1.3186 -0.1865 2.4006  0.0364
N 0.3736 -1.3829 -0.6914  0.7278
C 0.9974 -0.5736 -1.6572  -0.0352
O 2.2214 -1.1201 -2.2015  0.0905
H 0.6945 -3.1827 0.8823  0.0034
H -0.2781 -2.4752 2.1511  -0.0047
H 2.6902 -1.9720 1.9449  -0.0006
H 1.8071 -2.8421 3.0287  0.0028
H 1.0009 -0.2119 0.9668  0.0175
H -1.8619 -1.5020 0.6284  -0.0010
H -1.5431 0.1779 0.1797  0.0021
H -1.8249 0.7587 2.4048  0.0026
H -1.9500 -0.9021 2.9752  0.0031
H -0.3070 -0.0861 2.7446  -0.0011
H -0.2020 -2.1867 -0.9126  -0.0432
H 0.4866 -0.4527 -2.6297  0.0198
H 1.1867 0.4340 -1.2087  0.0226
H 3.0840 -1.1492 -1.7095  -0.0091
H -2.1823 3.9998 1.7776  0.0000
H -1.2358 3.8749 0.5076  0.0000
O -1.3273 4.2053 1.4103  0.0000
H 3.2244 0.9925 2.5164  -0.0001
H 2.1866 0.1747 3.3358  -0.0002
O 2.5613 1.0603 3.2766  -0.0001
H -0.8130 4.0350 -1.5573  0.0000
H -0.1572 3.6783 -2.9348  0.0000
O -0.9669 3.9380 -2.4988  0.0000
H -2.0916 2.2000 -2.7898  0.0000
H -2.3251 0.7881 -2.1383  -0.0001
O -1.9488 1.6686 -1.9827  0.0007
H -0.4970 -2.7524 -3.7350  0.0003
H -1.9076 -3.0688 -4.3502  0.0000
O -1.4366 -2.4198 -3.8116  0.0000
H -3.4247 -1.2437 -1.5989  0.0001
H -2.5509 -1.4668 -2.8909  -0.0009
O -3.0932 -0.8105 -2.3894  0.0021
H 0.2770 3.7729 2.1726  0.0000
H 1.1720 2.6835 3.0043  0.0000
O 1.1535 3.4916 2.4700  0.0000
H -4.8267 -2.9366 0.4674  0.0000
H -4.4009 -3.6247 -0.8648  0.0000
O -4.6698 -2.7935 -0.4694  0.0000
H 4.6381 1.5607 1.4407  0.0000
H 3.3312 1.4684 0.7894  0.0001
O 4.0361 0.8563 1.1582  0.0001
H -3.7219 2.8576 0.1106  0.0000
H -4.1090 1.8454 1.1206  0.0000
O -3.7322 2.7287 1.0738  0.0000
H 4.1656 -2.1402 0.1921  0.0000
H 4.2014 -0.5770 0.1696  0.0002
O 4.2941 -1.3896 -0.3840  0.0003
H 1.3436 2.3770 0.0934  0.0002
H 1.9732 2.9137 1.2844  0.0001
O 2.2495 2.6629 0.3545  0.0000
H 1.6737 -2.5516 -2.9137  -0.0036
H 1.0876 -4.0214 -2.8439  0.0001
O 1.1746 -3.2473 -3.3992  0.0002


Stability ranking, top and bottom: Q is the most stable and P is the least stable.


## P
This record from the Open Molecules 2025 dataset describes an isolated molecule of C9H14OS. The level of theory is ωB97M-V with the def2-TZVPD basis set.

The charge is 0. The frontier orbital gap (alpha / beta) is 7.20 / 7.19 eV. The spin multiplicity is 1. The HOMO energy (alpha / beta) comes out at -7.71 / -7.72 eV.

Each line ends with the Mulliken charge.
Atoms and positions in Å:
C 1.6868 -0.8320 1.5403  -0.7918
C 1.4406 0.5468 1.4741  1.0235
C 0.5479 0.9148 0.5417  0.0384
C -0.3026 -0.5074 -0.1091  0.0310
C 2.4770 1.5165 2.0560  -1.2364
C 0.1819 2.2123 0.0141  -1.1433
C -1.0081 -1.9650 -1.9627  -1.2637
C -2.8488 -0.4267 -0.8972  -1.3869
C -1.2957 -0.6230 -1.1551  0.5840
O 0.8208 -2.9625 0.2301  -0.6223
S 0.4223 -1.7437 0.8970  0.3972
H 2.4584 -1.2786 2.1787  0.3254
H 2.0322 2.3062 2.5648  0.3483
H 3.0694 1.8417 1.1371  0.3176
H 3.1825 0.8581 2.8187  0.3093
H 1.1474 2.8753 -0.0118  0.3360
H -0.4595 2.7653 0.8084  0.2453
H -0.3044 2.1671 -1.0401  0.2653
H -0.1566 -1.7923 -2.6535  0.3383
H -1.7866 -2.1684 -2.7708  0.3242
H -0.7902 -2.7876 -1.2797  0.3727
H -3.3355 -0.6284 -1.8384  0.3638
H -2.9628 0.5620 -0.6140  0.3937
H -3.1414 -1.0128 -0.0848  0.3734
H -1.0752 0.1621 -1.8437  0.0570


## Q
This record from the Open Molecules 2025 dataset describes a cluster of 2 separate species, C9H14OS in total. The level of theory is ωB97M-V with the def2-TZVPD basis set.

The charge is 0. The frontier orbital gap is 9.06 eV. The spin multiplicity is 1. As for the SMILES: Cc1ccc(O)cc1.CSC. The HOMO energy comes out at -8.27 eV.

Each line ends with the Mulliken charge.
Atoms and positions in Å:
C 1.8046 -1.6163 0.0125  -1.2196
C 2.3151 2.1238 -0.2362  -0.5877
C 1.1049 2.6063 0.2311  0.8346
C 2.5401 0.7455 -0.2852  -0.4892
C 1.5059 -0.1224 0.0973  0.1785
C 0.1401 1.7396 0.7501  -0.3710
C 0.3006 0.3706 0.5860  -0.3913
O 0.8298 3.9671 0.2061  -0.5382
H 3.1648 2.7801 -0.4348  0.3681
H 3.4277 0.2609 -0.6148  0.4463
H -0.7680 2.2547 1.0780  0.2171
H 0.3020 4.1204 1.0149  0.3218
H 2.3743 -1.9245 -0.8732  0.3953
H 0.9044 -2.1476 -0.3027  0.1092
H -0.1986 -0.3348 1.2405  0.4143
H 2.3059 -1.9801 0.9135  0.3151
C -2.8891 0.0235 -0.8670  -0.5000
C -2.0984 -2.8270 0.1112  -0.7672
S -2.3851 -1.7147 -1.2454  -0.0968
H -3.1482 0.3011 -1.9064  0.2862
H -3.5646 0.1328 -0.0147  0.2878
H -1.9840 0.5963 -0.6190  -0.0114
H -2.3277 -2.4561 1.1035  0.2790
H -1.0272 -3.1650 0.1560  0.1549
H -2.6293 -3.7340 -0.1013  0.3643


Stability ranking, top and bottom: Q is the most stable and P is the least stable.


## P
This record from the Open Molecules 2025 dataset describes a structure of composition CH3BrClN. The level of theory is ωB97M-V with the def2-TZVPD basis set.

The charge is 0. The frontier orbital gap (alpha / beta) is 7.74 / 7.74 eV. The spin multiplicity is 1. The HOMO energy (alpha / beta) comes out at -10.46 / -10.46 eV.

Each line ends with the Mulliken charge.
Atoms and positions in Å:
C -0.5566 -0.0012 -0.3189  -0.1909
N 0.1770 0.8408 0.5128  -0.4465
Cl -0.6982 -1.7342 0.0498  -0.1705
Br 2.6006 0.4166 0.0480  -0.1099
H -0.1854 -0.1637 -1.2753  0.2552
H -1.6489 0.3337 -0.3923  0.3170
H 0.3114 0.3080 1.3760  0.3456


## Q
This record from the Open Molecules 2025 dataset describes a cluster of 2 separate species, CH3BrClN in total. The level of theory is ωB97M-V with the def2-TZVPD basis set.

The charge is 0. The frontier orbital gap is 11.61 eV. The spin multiplicity is 1. As for the SMILES: [H]/N=C\Cl.Br. The HOMO energy comes out at -10.85 eV.

Each line ends with the Mulliken charge.
Atoms and positions in Å:
C 1.4340 -0.4431 0.1199  -0.0219
N 2.3386 0.3187 -0.1705  -0.4465
Cl -0.1787 -0.0711 -0.0699  -0.1327
Br -3.8790 0.7754 -0.0829  -0.1918
H 1.6209 -1.4351 0.4905  0.3513
H 1.8856 1.2596 -0.3639  0.2564
H -3.2213 -0.4044 0.0768  0.1852


Stability ranking, top and bottom: Q is the most stable and P is the least stable.


## P
This record from the Open Molecules 2025 dataset describes a cluster of 2 separate species, CH5S3 in total. The level of theory is ωB97M-V with the def2-TZVPD basis set.

The charge is -1. The frontier orbital gap is 6.45 eV. The spin multiplicity is 1. The HOMO energy comes out at -3.19 eV.

Each line ends with the Mulliken charge.
Atoms and positions in Å:
S 2.6709 0.8051 0.4916  -0.7286
H 1.5236 1.4679 0.4213  -0.0549
C -1.6057 1.2999 -0.9335  -0.7680
S -1.5603 -0.5437 -0.8234  -0.1146
S -0.3489 -1.1265 0.8083  -0.2573
H -1.1187 1.4586 -1.9427  0.2236
H -2.6362 1.5838 -1.0123  0.2977
H -1.2454 1.9912 -0.1208  0.3044
H 0.9246 -0.4590 0.6316  0.0976


## Q
This record from the Open Molecules 2025 dataset describes a cluster of 2 separate species, CH5S3 in total. The level of theory is ωB97M-V with the def2-TZVPD basis set.

The charge is -1. The frontier orbital gap is 6.09 eV. The spin multiplicity is 1. The HOMO energy comes out at -2.51 eV.

Each line ends with the Mulliken charge.
Atoms and positions in Å:
S 2.9022 -0.6328 -0.7460  -0.3736
H 2.4065 -1.8058 -1.1942  0.1158
C -2.1635 1.8206 0.6618  -0.7296
S -1.5084 0.5096 -0.4398  -0.1598
S -0.4547 -0.7986 0.8298  -0.6640
H -2.0749 1.3824 1.6533  0.2291
H -3.2004 1.9560 0.3682  0.2231
H -1.5850 2.7422 0.6371  0.2302
H 1.7164 -0.4799 -0.0518  0.1289


Stability ranking, top and bottom: Q is the most stable and P is the least stable.